Record 1
Computed, not measured: C39H35F6N4OS2SeTa as an isolated structure at a distorted geometry, with the ωB97M-V functional and the def2-TZVPD basis.

The geometry in XYZ format:
```
89
Properties=species:S:1:pos:R:3
Ta 1.6799 -0.2985 0.0901
C -2.7797 2.1720 2.7265
C -3.8429 1.1450 2.3654
C -4.9854 1.8721 1.6438
C -4.3713 0.5022 3.6567
C -3.2913 0.0390 1.4658
C -4.1909 -0.9312 0.9772
C -3.7796 -1.9920 0.2105
C -2.4232 -2.0906 -0.0944
S -1.6405 -3.3280 -1.0121
C -0.1550 -2.5519 -0.7728
N -0.1896 -1.4142 -0.1023
C -1.5108 -1.1383 0.3484
C -1.9449 -0.0703 1.1424
C 1.1450 -3.0830 -1.1307
C 1.3254 -4.3346 -1.6951
C 2.6113 -4.8398 -1.8147
C 3.6803 -4.0916 -1.3469
C 3.4839 -2.8249 -0.8054
C 2.2006 -2.2667 -0.7050
H -3.2272 2.9623 3.3301
H -2.3614 2.6350 1.8314
H -1.9652 1.7349 3.3113
H -5.3719 2.6747 2.2736
H -5.8200 1.2080 1.4176
H -4.6415 2.3195 0.7073
H -4.7346 1.2747 4.3364
H -3.5852 -0.0587 4.1669
H -5.1990 -0.1806 3.4602
H -5.2397 -0.8572 1.2323
H -4.4877 -2.7360 -0.1303
H -1.2293 0.6455 1.5111
H 0.4774 -4.9305 -2.0133
H 2.7711 -5.8221 -2.2379
H 4.6833 -4.4941 -1.4024
H 4.3521 -2.2817 -0.4612
C 0.6482 2.8252 2.0697
C 1.7000 3.1161 1.0497
C 1.9773 4.4970 0.9095
C 2.9220 4.9316 0.0452
C 3.6414 3.9813 -0.7044
C 4.6960 4.3666 -1.5633
C 5.4014 3.4265 -2.2542
C 5.0468 2.0710 -2.1337
C 4.0080 1.6881 -1.3217
S 3.5497 0.0052 -1.3141
C 3.2982 2.6264 -0.5571
N 2.3205 2.1804 0.3238
H 0.9643 3.2363 3.0309
H 0.4376 1.7770 2.1877
H -0.2671 3.3462 1.7955
H 1.4131 5.1912 1.5177
H 3.1349 5.9875 -0.0711
H 4.9388 5.4182 -1.6495
H 6.2256 3.7131 -2.8926
H 5.5941 1.3201 -2.6895
C 0.8501 -0.5224 -3.9214
N -0.5064 -0.4470 -3.3753
C -0.9099 0.2560 -2.3148
Se 0.1568 1.3787 -1.2139
N -2.2280 0.0953 -2.1721
C -2.7140 -0.7487 -3.1665
C -3.9935 -1.2211 -3.4420
C -4.1060 -2.0634 -4.5272
C -2.9892 -2.4228 -5.3071
C -1.7238 -1.9527 -5.0262
C -1.6155 -1.1005 -3.9308
H 1.3902 0.3790 -3.6491
H 0.7756 -0.5930 -5.0030
H 1.3666 -1.3954 -3.5236
H -2.7617 0.5260 -1.4308
H -4.8489 -0.9411 -2.8420
H -5.0776 -2.4582 -4.7908
H -3.1307 -3.0835 -6.1513
H -0.8695 -2.2388 -5.6242
C 1.2926 0.2120 4.3711
C 1.6877 -0.6482 3.1911
O 1.2499 -0.1069 1.9467
C 3.2387 -0.7280 3.1161
F 3.7842 -0.9126 4.3042
F 3.7180 0.4122 2.5969
F 3.6301 -1.7173 2.2911
C 1.0649 -2.0568 3.3088
F 1.2330 -2.7851 2.1983
F -0.2537 -1.9474 3.5091
F 1.6102 -2.7090 4.3314
H 1.7866 1.1801 4.3121
H 1.5858 -0.2737 5.2989
H 0.2142 0.3610 4.3769
```

Output
- energy above the lowest of the compared OMol25 structures with the same formula, charge and spin (kJ/mol) = 46.6
- total charge = +2
- F_max (eV/A) = 2.52
- 2S+1 = 1

Record 2
Computed, not measured: C39H35F6N4P2PtSSb as an isolated structure, with the ωB97M-V functional and the def2-TZVPD basis.

The geometry in XYZ format:
```
89
Properties=species:S:1:pos:R:3
Pt -0.2389 -0.1900 0.2154
N -1.2138 2.9275 3.0323
C -0.6568 1.9111 2.3719
S -1.8092 0.8210 1.5316
N 0.6191 1.7072 2.3756
N 0.9153 0.4736 1.8071
C 1.6447 -0.3633 2.4772
C 2.3550 -0.0221 3.7126
C 3.1892 1.0957 3.7643
C 3.8820 1.3820 4.9257
C 3.7157 0.5817 6.0504
C 2.8672 -0.5163 6.0116
C 2.1986 -0.8318 4.8405
C 1.6447 -1.7446 1.9468
C 2.5487 -2.6929 2.3709
C 2.4959 -3.9720 1.8248
C 1.5494 -4.2417 0.8589
C 0.6817 -3.2325 0.4611
N 0.7113 -2.0158 0.9957
H -2.1847 3.1650 2.9255
H -0.6685 3.4239 3.7205
H 3.3065 1.7278 2.8939
H 4.5502 2.2314 4.9601
H 4.2513 0.8155 6.9606
H 2.7320 -1.1312 6.8905
H 1.5392 -1.6906 4.8132
H 3.3006 -2.4273 3.0993
H 3.1969 -4.7315 2.1437
H 1.4739 -5.2153 0.3960
H -0.0421 -3.4131 -0.3156
C -1.7446 0.0513 -2.7131
C -1.8893 1.4555 -2.1502
P -0.5644 1.8080 -0.9721
C 1.0462 1.8831 -1.8493
C 2.1619 1.7579 -0.9988
C 3.2964 1.0169 -1.2211
C 3.3121 2.6057 -4.2540
C 1.9802 2.2953 -4.2519
C 1.0399 2.0262 -3.2376
C -0.8891 3.4183 -0.2656
C 0.1516 4.2776 0.0992
C -0.1343 5.5493 0.5655
C -1.4518 5.9767 0.6602
C -2.4916 5.1300 0.2947
C -2.2177 3.8518 -0.1576
P -1.7883 -1.1269 -1.3340
C -3.4386 -1.1315 -0.6314
C -4.5510 -0.8192 -1.4168
C -5.8256 -0.9467 -0.8875
C -5.9977 -1.4072 0.4116
C -4.8962 -1.7421 1.1885
C -3.6184 -1.6039 0.6712
C -1.4589 -2.7403 -2.0200
C -2.1382 -3.8497 -1.4983
C -1.8901 -5.1097 -2.0152
C -0.9714 -5.2696 -3.0465
C -0.2997 -4.1711 -3.5678
C -0.5358 -2.9064 -3.0573
H -0.8008 -0.0963 -3.2414
H -2.5452 -0.1764 -3.4171
H -2.8180 1.5257 -1.5764
H -1.9382 2.2329 -2.9150
H 2.0592 2.2009 -0.0021
H 4.2340 1.2152 -0.7106
H 3.8174 2.8216 -5.1898
H 1.5610 2.3026 -5.2501
H 0.0452 1.9753 -3.6685
H 1.1855 3.9813 0.0135
H 0.6731 6.2138 0.8415
H -1.6695 6.9770 1.0105
H -3.5169 5.4691 0.3559
H -3.0437 3.2057 -0.4237
H -4.4441 -0.4874 -2.4416
H -6.6854 -0.6996 -1.4952
H -6.9950 -1.5147 0.8165
H -5.0341 -2.1157 2.1940
H -2.7643 -1.8813 1.2817
H -2.8700 -3.7316 -0.7105
H -2.4228 -5.9653 -1.6229
H -0.7839 -6.2552 -3.4518
H 0.4117 -4.2993 -4.3721
H 0.0127 -2.0679 -3.4648
F 1.1502 -0.8553 -1.2973
Sb 3.0753 -1.0102 -1.9424
F 2.3351 -0.4878 -3.6094
F 4.0622 2.7041 -3.2064
F 4.8336 -1.1170 -2.5415
F 3.4696 -1.3798 -0.1211
F 2.6555 -2.7954 -2.2492
```

Output
- energy above the lowest of the compared OMol25 structures with the same formula, charge and spin (kJ/mol) = 289.5
- total charge = +3
- F_max (eV/A) = 0.67
- 2S+1 = 2
- ⟨S²⟩ = 0.8064